Density functional theory data (the ωB97M-V functional and the def2-TZVPD basis) for a molecular structure, C20H18BrMoN3O4S.

CARTESIAN COORDINATES (ANGSTROEM)
1 Mo 0.64094 -0.10920 -0.99043
2 C -0.88786 2.19492 5.93571
3 C -0.16000 1.56274 4.79004
4 C -0.71785 1.56884 3.50327
5 C -0.06773 0.96874 2.44866
6 C 1.16203 0.34699 2.67885
7 C 1.73954 0.32176 3.94623
8 C 1.06846 0.93533 4.98890
9 S 2.04460 -0.37142 1.38546
10 O 3.15852 -1.11746 1.82935
11 O 1.01301 -1.24679 0.56121
12 N 2.25080 0.64897 0.18961
13 C 2.41857 2.08265 0.28653
14 C 1.52228 2.67825 -0.78848
15 O 1.52898 3.74776 -1.25971
16 O 0.56683 1.70756 -1.25722
17 H -1.55374 2.98665 5.59820
18 H -0.19293 2.60372 6.66680
19 H -1.49531 1.44291 6.44462
20 H -1.67420 2.04799 3.33974
21 H -0.53919 0.97290 1.46866
22 H 2.68983 -0.16895 4.10623
23 H 1.50837 0.92472 5.97752
24 H 3.44157 2.39694 0.08144
25 H 2.11813 2.48782 1.25757
26 Br 3.16102 -2.83571 -6.53277
27 C 2.43717 -2.09307 -5.00147
28 C 1.52980 -1.03627 -5.09219
29 C 1.00425 -0.51141 -3.93997
30 N 1.35990 -0.98097 -2.72112
31 C 2.24387 -2.00212 -2.62851
32 C 2.79249 -2.58196 -3.74415
33 H 1.23257 -0.63403 -6.04994
34 H 0.28791 0.29950 -3.96554
35 H 2.50209 -2.34743 -1.63437
36 H 3.49095 -3.39915 -3.63624
37 N -1.01761 -0.46504 -1.20949
38 C -2.34390 -0.79324 -1.35426
39 C -3.24879 0.19320 -1.76844
40 C -4.57119 -0.16122 -1.94395
41 C -4.97899 -1.46971 -1.69781
42 C -4.07376 -2.43966 -1.27496
43 C -2.74560 -2.11042 -1.09504
44 H -2.90759 1.20411 -1.94829
45 H -5.28826 0.57925 -2.26962
46 H -6.01830 -1.73682 -1.83525
47 H -4.40893 -3.44959 -1.08468
48 H -2.02273 -2.84257 -0.76070

energy	-4277.99489	hartree
lowest unoccupied orbital energy	-8.23	eV
energy relative to the best compared isomer or geometry (same formula, charge and spin)	21.1	kJ/mol
frontier orbital gap	6.77	eV
E_HOMO	-15.0	eV
charge	+2

Atomic partial charges in e from the Löwdin method, atoms 1 to 4:
1 Mo 1.83
2 C -0.02
3 C -0.22
4 C 0.00